*a*
{"formula": "C6H13NO", "method": "ωB97M-V/def2-TZVPD", "lumo_ev": [-0.304, -0.306], "spin_multiplicity": 1, "gap_ha": [0.288, 0.288], "elements": ["C", "C", "C", "C", "C", "C", "O", "N", "H", "H", "H", "H", "H", "H", "H", "H", "H", "H", "H", "H", "H"], "positions_angstrom": [[0.1028, -0.5954, -0.6829], [1.2745, 1.0067, 1.8353], [-0.7595, -1.7506, -1.0424], [1.5598, -0.7499, -0.9049], [-1.9509, 0.5919, 0.3018], [-0.4627, 0.5604, 0.0016], [0.1597, 0.2313, 1.4705], [0.1058, 1.5209, -0.7874], [-0.5670, 2.2675, -0.9560], [1.5555, 1.7082, 1.0374], [2.1291, 0.3579, 2.0664], [1.0393, 1.5937, 2.7310], [-1.0894, -2.2335, -0.1166], [-1.6644, -1.4152, -1.5533], [-0.2437, -2.4909, -1.6521], [1.9227, -1.5459, -0.2435], [2.0953, 0.1739, -0.7218], [1.7489, -1.0825, -1.9296], [-2.1574, 1.4994, 0.8680], [-2.5370, 0.6181, -0.6191], [-2.2614, -0.2659, 0.8975]], "lowdin_charge": [-0.14, -0.17, -0.01, -0.04, -0.02, -0.64, -0.19, 0.12, 0.05, 0.07, 0.07, 0.07, 0.11, 0.10, 0.09, 0.11, 0.08, 0.10, 0.09, 0.08, 0.08]}

=====

*b*
{"formula": "C6H13NO", "method": "ωB97M-V/def2-TZVPD", "smiles": "C=C/C(C)=C(\\C)N.O", "lumo_ev": 0.702, "spin_multiplicity": 1, "gap_ha": 0.300, "elements": ["C", "N", "C", "C", "C", "C", "C", "H", "H", "H", "H", "H", "H", "H", "H", "H", "H", "H", "H", "H", "O"], "positions_angstrom": [[-1.7821, 2.1914, 0.2449], [-0.8976, 0.1154, -1.5169], [-0.4420, 0.1628, -0.2080], [-0.8717, 1.0694, 0.6967], [-0.4616, 0.9825, 2.0886], [-1.1370, 1.4940, 3.1052], [0.4597, -1.0150, 0.1484], [-2.8032, 1.8111, 0.1728], [-1.7438, 3.0550, 0.8995], [-1.4550, 2.5591, -0.7300], [-0.2289, -0.0562, -2.2614], [-1.5698, 0.8062, -1.8032], [0.3689, 0.3249, 2.3095], [-0.8109, 1.6224, 4.1361], [-2.0243, 2.0996, 2.9131], [0.0695, -1.5139, 1.0358], [0.3633, -1.7018, -0.6869], [1.4523, -0.6448, 0.4095], [3.1745, -4.0341, -2.8587], [4.4098, -4.5374, -3.6275], [3.9994, -3.7469, -3.2582]], "lowdin_charge": [-0.07, 0.09, -0.35, -0.28, -0.16, 0.00, -0.04, 0.09, 0.07, 0.07, 0.10, 0.07, 0.09, 0.05, 0.05, 0.08, 0.07, 0.08, 0.03, 0.03, -0.06]}

=====

*c*
{"formula": "C6H13NO", "method": "ωB97M-V/def2-TZVPD", "smiles": "CCNC(=O)C(C)C", "lumo_ev": 0.939, "spin_multiplicity": 1, "gap_ha": 0.390, "elements": ["C", "C", "N", "C", "C", "C", "C", "O", "H", "H", "H", "H", "H", "H", "H", "H", "H", "H", "H", "H", "H"], "positions_angstrom": [[2.3266, -0.6744, -2.1402], [2.2174, -0.0204, -0.7423], [1.0385, -0.4998, -0.0007], [-0.0660, 0.2939, -0.0084], [-1.1380, 0.0107, 1.0581], [-1.5638, 1.3667, 1.6641], [-2.3483, -0.6970, 0.4393], [-0.1385, 1.2836, -0.7166], [1.3429, -1.0145, -2.4726], [2.9859, -1.5314, -2.0893], [2.7344, 0.0345, -2.8582], [3.1555, -0.3116, -0.2632], [2.1091, 1.0537, -0.8326], [1.2208, -1.1141, 0.7857], [-0.7658, -0.6166, 1.8708], [-2.6383, 1.3278, 1.8697], [-1.3977, 2.2030, 0.9926], [-1.0580, 1.5924, 2.6048], [-2.0813, -1.7082, 0.1061], [-2.7564, -0.1266, -0.3882], [-3.1790, -0.8516, 1.1210]], "lowdin_charge": [-0.08, -0.22, 0.06, -0.48, -0.32, -0.06, -0.07, 0.05, 0.07, 0.06, 0.07, 0.11, 0.10, 0.14, 0.12, 0.07, 0.07, 0.08, 0.08, 0.08, 0.07]}

=====

Which one is the most stable? From the structures above, *c*.